DFT (ωB97M-V with the def2-TZVPD basis set) results for the molecule C5H6O2S.

Each line ends with the natural charge from an NBO analysis.
Geometry (Å):
1 C -0.322 1.819 -0.045  -0.265
2 C -1.395 -0.338 -0.171  0.194
3 C -0.427 -0.829 0.857  -0.234
4 C 0.861 -1.081 0.598  -0.287
5 C 1.484 -0.895 -0.736  0.372
6 H -0.888 2.735 -0.322  0.220
7 H 0.698 1.693 -0.492  0.204
8 H -0.300 1.618 1.008  0.199
9 H -0.914 -1.110 1.794  0.248
10 H 1.510 -1.465 1.364  0.233
11 H 0.789 -0.616 -1.566  0.131
12 O -1.151 0.816 -0.784  -0.495
13 O 2.688 -1.012 -0.909  -0.501
14 S -2.633 -1.335 -0.596  -0.018

- 2S+1: 1
- SMILES: COC(=S)/C=C\C=O
- HOMO: -0.3299 Eh
- ΔE to the lowest compared entry with this formula, charge and spin: 180.6 kJ/mol
- HOMO-LUMO gap: 8.181 eV
- E_LUMO: -0.80 eV